Entry 1:
Computed, not measured: the molecule C9H18N2O4, with ωB97M-V/def2-TZVPD.

The calculation puts the frontier orbital gap at 0.361 Ha. As for the total energy: -20793.8811 eV. For the relative energy (zero: lowest compared OMol25 entry of this formula, charge and spin), the calculation gives 316.4 kJ/mol. For the highest occupied orbital energy, the calculation gives -9.377 eV. Its LUMO energy is 0.44 eV.

Geometry as XYZ:
```
33
Properties=species:S:1:pos:R:3:mulliken_charge:R:1
O 2.721 -0.546 1.381 -0.6077
O -0.052 1.777 -1.270 -0.5642
O -1.967 -1.630 -1.187 -0.7792
O 1.755 -1.938 0.020 -0.4301
N 0.046 -1.299 -3.227 -0.7753
N -0.674 -1.047 0.419 0.0346
C -1.838 1.169 -2.833 -1.4974
C 1.732 -0.903 0.850 0.6505
C 0.389 -0.248 1.039 0.1964
C -0.026 0.495 2.355 0.7585
C -0.409 0.930 -2.276 -0.0463
C 0.014 -0.507 -1.955 0.4266
C -0.389 -0.420 3.445 -1.6274
C -0.875 -1.086 -0.887 0.1102
C 1.031 1.422 2.815 -1.6482
H -1.943 0.637 -3.729 0.4118
H 0.509 -1.067 3.698 0.3264
H 0.791 2.296 -1.389 0.3234
H -0.947 0.982 1.942 0.3927
H 2.688 -2.077 0.342 0.3454
H -0.840 0.117 4.254 0.4287
H -2.572 0.904 -2.095 0.3445
H 0.740 -2.037 -2.947 0.3041
H 0.190 1.215 -3.248 0.2585
H -1.447 -1.567 0.831 0.2576
H -1.208 -1.090 3.154 0.3493
H -0.796 -1.785 -3.441 0.2877
H 1.574 1.612 1.943 0.4461
H 0.585 2.390 3.040 0.3809
H -1.932 2.215 -3.212 0.3562
H 0.519 0.499 0.265 -0.2743
H 1.058 -0.476 -1.709 0.4522
H 1.575 1.060 3.612 0.4077
```

Entry 2:
Computed, not measured: the molecule C9H18N4, with ωB97M-V/def2-TZVPD.

The calculation puts the frontier orbital gap at 0.337 Ha. As for the total energy: -15581.0080 eV. For the relative energy (zero: lowest compared OMol25 entry of this formula, charge and spin), the calculation gives 384.6 kJ/mol. For the highest occupied orbital energy, the calculation gives -8.333 eV. Its LUMO energy is 0.84 eV.

Geometry as XYZ:
```
31
Properties=species:S:1:pos:R:3:mulliken_charge:R:1
N -2.486 -0.542 -0.029 0.0556
N -0.156 -1.400 -0.403 -0.5472
N 2.247 -1.752 0.057 -0.7567
N -0.639 0.881 -0.122 0.1871
C -1.308 -0.271 -0.707 -0.1338
C 1.046 -1.559 -0.258 0.7011
C -2.263 -0.508 1.387 -0.9777
C -3.225 -1.788 -0.546 -1.0705
C 0.840 1.038 -0.240 -1.0813
C 2.861 -0.495 0.569 0.4402
C -1.312 2.041 -0.719 -1.3412
C 3.954 -0.015 -0.362 -1.5595
C 1.830 0.609 0.875 -0.9427
H 1.252 0.416 1.776 0.3241
H -2.694 -2.727 -0.497 0.3215
H -3.164 -0.649 2.076 0.3430
H -1.443 -1.230 1.583 0.3484
H 4.764 0.338 0.185 0.3622
H 3.334 -0.753 1.503 0.3894
H -4.119 -1.825 0.073 0.3798
H 4.164 -0.839 -1.029 0.4207
H -3.611 -1.464 -1.492 0.3795
H 3.505 0.635 -1.028 0.4056
H -1.152 2.911 -0.076 0.4511
H 0.959 2.229 -0.316 0.3069
H 2.346 1.628 1.242 0.3200
H -2.401 2.001 -0.501 0.4451
H -1.822 0.428 1.755 0.2908
H -1.363 2.133 -1.858 0.3067
H 1.338 0.741 -1.067 0.6743
H -1.282 -0.214 -1.832 0.5574
```

Entry 3:
Computed, not measured: C9H18N4RhS4Sb as an isolated structure, with ωB97M-V/def2-TZVPD.

The spin multiplicity is 2. The calculation puts the frontier orbital gap (spin up / spin down) at 0.249 / 0.212 Ha. As for the net charge: +1. As for the total energy: -68468.2402 eV. For the relative energy (zero: lowest compared OMol25 entry of this formula, charge and spin), the calculation gives 0.0 kJ/mol. For the highest occupied orbital energy (spin up / spin down), the calculation gives -11.056 / -11.117 eV. As for the expectation value of S²: 0.765. Its LUMO energy (spin up / spin down) is -4.28 / -5.35 eV.

Geometry as XYZ:
```
37
Properties=species:S:1:pos:R:3:lowdin_spin:R:1
Sb 1.991 -3.116 3.389 0.1777
Rh 0.142 -1.679 1.243 0.0414
S 1.007 -0.898 3.238 0.0751
S 0.626 -0.414 -0.510 -0.0011
S 0.336 -4.501 3.945 0.6082
S 1.924 -2.992 0.926 0.0868
N -1.334 -2.640 -0.016 0.0032
N 1.333 2.099 -0.905 0.0000
N -2.814 -3.453 -1.388 0.0002
N 2.007 1.274 1.114 0.0006
C -1.319 -4.027 0.075 0.0032
C -0.810 2.552 -2.081 0.0000
C 0.637 2.106 -2.200 -0.0001
C -2.713 -0.976 -1.329 0.0001
C -2.232 -4.543 -0.775 0.0002
C -2.253 -2.324 -0.914 0.0002
C 1.362 1.100 -0.025 -0.0001
C 1.647 3.536 2.091 0.0001
C 2.641 2.520 1.548 0.0000
H -3.573 -0.665 -0.732 0.0000
H 2.072 0.468 1.721 0.0003
H 0.718 1.112 -2.635 -0.0001
H -3.009 -0.971 -2.378 0.0000
H -0.878 3.564 -1.683 0.0000
H 2.168 4.445 2.386 0.0000
H -0.655 -4.545 0.746 0.0039
H -1.368 1.888 -1.423 0.0000
H 3.351 2.234 2.322 0.0000
H -3.551 -3.488 -2.072 0.0000
H 0.889 3.804 1.352 0.0000
H -2.514 -5.556 -0.995 0.0000
H -1.284 2.541 -3.063 0.0000
H 3.234 2.929 0.727 0.0000
H -1.916 -0.255 -1.188 0.0001
H 1.199 2.784 -2.840 0.0000
H 1.802 2.950 -0.641 0.0000
H 1.135 3.135 2.966 0.0001
```

Entry 4:
Computed, not measured: the molecule C9H18N6O, with ωB97M-V/def2-TZVPD.

The calculation puts the frontier orbital gap at 0.332 Ha. As for the total energy: -20608.1516 eV. For the relative energy (zero: lowest compared OMol25 entry of this formula, charge and spin), the calculation gives 270.5 kJ/mol. For the highest occupied orbital energy, the calculation gives -8.290 eV. Its LUMO energy is 0.75 eV.

Geometry as XYZ:
```
34
Properties=species:S:1:pos:R:3:mulliken_charge:R:1
O -2.118 -1.074 0.883 -0.2299
N -2.560 -2.175 0.078 0.0287
N 1.497 0.730 -0.094 -0.5073
N -0.626 -0.045 -0.699 -0.2840
N 2.217 0.641 2.023 0.0939
N 0.679 1.103 -2.188 0.2275
N 0.125 -0.227 1.433 -0.5497
C 0.524 0.464 -0.994 0.3433
C 1.245 0.307 1.109 0.4998
C -0.339 2.017 -2.662 -1.0362
C 1.956 0.867 -2.940 -0.9859
C 2.295 -0.001 3.342 -1.0553
C -3.260 -1.809 -1.250 -0.8543
C 2.623 2.101 2.158 -0.8831
C -3.248 -3.254 0.795 -1.0474
C -0.909 -0.390 0.558 0.2890
H 2.716 0.365 -2.293 0.3169
H 1.812 2.852 1.841 0.2773
H -0.513 2.751 -1.929 0.3440
H -2.569 -1.933 -2.034 0.2804
H 3.532 2.410 1.535 0.2680
H 3.290 -0.057 3.591 0.4715
H 3.033 2.379 3.172 0.3400
H -0.151 2.430 -3.682 0.3286
H -1.237 1.452 -2.730 0.3457
H -3.776 -3.974 0.262 0.3878
H 1.946 0.601 4.235 0.3120
H 1.879 -1.038 3.257 0.3324
H -3.298 -0.642 -1.176 0.2464
H -4.030 -2.924 1.485 0.3490
H 1.716 0.239 -3.783 0.3304
H 2.331 1.905 -3.192 0.3511
H -2.530 -3.815 1.384 0.3283
H -4.253 -2.255 -1.496 0.3413
```

Entry 5:
Computed, not measured: a 2-piece molecular cluster, C9H18NO overall, with ωB97M-V/def2-TZVPD.

The calculation puts the frontier orbital gap (spin up / spin down) at 0.240 / 0.240 Ha. As for the net charge: +1. As for the total energy: -13151.5924 eV. For the relative energy (zero: lowest compared OMol25 entry of this formula, charge and spin), the calculation gives 285.8 kJ/mol. For the highest occupied orbital energy (spin up / spin down), the calculation gives -11.871 / -11.870 eV. Its LUMO energy (spin up / spin down) is -5.33 / -5.33 eV.

Geometry as XYZ:
```
29
Properties=species:S:1:pos:R:3:mulliken_charge:R:1
O -2.891 -0.619 -1.271 -0.5085
N -1.572 -0.519 0.676 0.1051
C 0.711 1.559 -1.755 0.5484
C -2.516 0.173 -0.196 -0.2948
C 2.046 -0.775 1.278 -1.4235
C 0.816 2.712 -0.944 -0.9216
C -0.319 -0.231 0.724 -0.6280
C 0.576 -1.023 1.612 0.6318
C 0.708 0.634 -2.629 -0.0890
C 0.374 -0.820 -2.526 -0.7541
C 0.273 -0.650 3.071 -1.4339
H 2.335 0.232 1.563 0.2854
H 0.356 -2.094 1.477 0.3141
H 2.224 -0.903 0.213 0.2904
H -0.424 -1.059 -3.226 0.3988
H -3.547 -1.279 -1.015 0.3233
H 0.305 0.429 3.206 0.3652
H -1.990 -1.292 1.211 0.3297
H 2.675 -1.477 1.818 0.4352
H -3.376 0.499 0.407 0.4031
H 0.999 0.924 -3.644 0.3950
H 1.251 -1.407 -2.790 0.3741
H 1.373 3.479 -1.500 0.3973
H -0.157 3.125 -0.679 0.3042
H 1.401 2.503 -0.046 0.2507
H 0.058 -1.056 -1.513 -0.0163
H -2.000 1.042 -0.615 0.1399
H -0.708 -1.009 3.375 0.3616
H 1.019 -1.100 3.719 0.4164
```

Entry 6:
Computed, not measured: an isolated ion of composition C9H18NO4S2 and charge -1, with ωB97M-V/def2-TZVPD.

The calculation puts the frontier orbital gap at 0.258 Ha. As for the net charge: -1. As for the total energy: -40978.2096 eV. For the relative energy (zero: lowest compared OMol25 entry of this formula, charge and spin), the calculation gives 34.4 kJ/mol. For the highest occupied orbital energy, the calculation gives -4.804 eV. Its LUMO energy is 2.21 eV.

Geometry as XYZ:
```
34
Properties=species:S:1:pos:R:3:mulliken_charge:R:1
S 0.858 0.358 -2.861 -0.2734
S 2.695 -0.774 3.468 1.2118
O 3.850 -1.668 3.468 -0.6941
O 1.511 -1.409 4.058 -0.7143
O -1.073 2.341 0.961 -0.6809
O 3.007 0.491 4.144 -0.7060
N 0.555 0.868 0.407 0.1782
C 0.076 1.955 -2.353 -1.1187
C 2.177 -0.376 1.746 -0.7958
C -3.245 0.289 -0.844 0.8065
C -1.944 0.462 -1.677 -1.2866
C -1.053 1.685 -1.325 0.4591
C -4.103 1.529 -0.750 -1.4363
C -4.013 -0.873 -1.483 -1.5603
C -0.524 1.656 0.121 -0.0054
C 1.003 0.579 1.773 -0.6771
H 1.969 -1.286 1.162 0.3713
H -4.845 -1.115 -0.856 0.4475
H -4.987 1.296 -0.120 0.4040
H 1.243 1.473 2.290 0.3270
H -2.882 0.011 0.148 0.3178
H -3.382 -1.777 -1.631 0.3546
H -2.213 0.564 -2.746 0.3728
H -1.684 2.585 -1.416 0.3450
H -1.360 -0.454 -1.599 0.4800
H -4.415 -0.490 -2.428 0.3500
H 1.850 0.801 -3.661 0.1356
H -3.524 2.356 -0.299 0.3180
H 0.880 0.281 -0.362 0.1516
H 0.188 0.103 2.356 0.3261
H 3.041 0.107 1.249 0.3237
H -0.356 2.469 -3.218 0.5062
H -4.462 1.823 -1.731 0.3072
H 0.805 2.653 -1.930 0.4547
```

Entry 7:
Computed, not measured: a 6-piece molecular cluster, C9H18O12 overall, with ωB97M-V/def2-TZVPD.

The calculation puts the frontier orbital gap at 0.405 Ha. As for the total energy: -34192.8915 eV. For the relative energy (zero: lowest compared OMol25 entry of this formula, charge and spin), the calculation gives 105.0 kJ/mol. For the highest occupied orbital energy, the calculation gives -10.833 eV. Its LUMO energy is 0.18 eV.

Geometry as XYZ:
```
39
Properties=species:S:1:pos:R:3:mulliken_charge:R:1
O -1.621 -1.672 -5.455 -0.6350
O -2.765 -8.296 0.594 -0.5349
O 3.634 7.106 0.021 -0.3517
O 1.370 7.349 0.601 -0.5107
O -1.161 0.107 2.740 -0.3235
O -6.598 -1.470 6.412 -0.6395
O -0.858 -1.011 0.906 -0.3161
O -2.159 -7.405 -1.482 -0.3308
O -0.620 -7.839 0.073 -0.3211
O -0.926 2.961 -5.732 -0.6349
O 3.202 7.795 2.035 -0.3546
O -2.094 -2.033 2.619 -0.5835
C -1.917 -7.836 -0.157 0.6847
C -1.018 -7.122 -2.177 -0.2357
C 4.612 7.464 2.029 -0.2413
C -0.327 0.920 1.942 -0.2746
C 0.027 -7.108 -1.019 -0.3182
C -1.402 -1.065 2.140 0.7108
C -0.361 0.238 0.520 -0.2295
C 2.570 7.407 0.829 0.6842
C 4.872 6.998 0.659 -0.1981
H 0.803 -7.744 -1.446 0.2465
H 5.314 8.246 2.319 0.2639
H -1.081 -6.131 -2.626 0.2606
H -6.945 -2.247 5.973 0.3197
H -0.720 -1.995 -5.469 0.3112
H -0.661 -7.819 -2.935 0.2592
H 0.617 0.133 0.051 0.2398
H -1.536 -0.731 -5.298 0.3210
H 5.518 7.712 0.150 0.2580
H 4.736 6.674 2.769 0.2212
H -1.392 3.619 -6.249 0.3192
H 0.643 0.964 2.439 0.2667
H 0.453 -6.164 -0.677 0.2900
H -5.682 -1.683 6.589 0.3198
H -0.998 0.740 -0.208 0.2529
H -0.747 1.922 1.856 0.2570
H 5.231 5.969 0.666 0.2291
H -0.012 3.047 -6.002 0.3183
```